A 2-piece molecular cluster, C3H5O4S overall, computed with the ωB97M-V functional and the def2-TZVPD basis.

The energy is -22217.16722 eV. As for the highest occupied orbital energy: -4.82 eV. The calculation puts the lowest unoccupied orbital energy at 3.8 eV. As for the total charge: -1. As for the max |F|: 3.83 eV Å⁻¹.

Last column: natural (NBO) charge in e.
Geometry (Å):
C: -0.77873 -1.46542 0.55988  0.970
C: -1.28453 0.94200 0.72557  -0.259
C: 1.52648 -0.04851 -1.52639  -0.891
O: 2.48938 1.16605 0.47974  -0.976
O: -1.90006 -1.68676 0.22002  -0.711
O: 0.22763 -2.18333 0.65595  -0.765
O: -0.32098 -0.01840 1.04371  -0.658
S: 1.84878 -0.08653 0.07484  1.351
H: -2.20535 0.43083 0.88607  0.197
H: -1.24525 1.30934 -0.32323  0.145
H: -1.13946 1.83296 1.32825  0.160
H: 1.12684 -0.99671 -1.96971  0.229
H: 1.65525 0.80450 -2.15469  0.207

Forces on the atoms, in the same order (eV/Å):
C 3.602 -0.696 1.095
C 0.549 0.343 -0.528
C -0.298 -1.927 0.714
O 0.138 0.963 0.486
O -2.003 1.023 -0.352
O -0.555 0.287 -0.080
O -1.144 -1.088 -0.478
S 0.555 -0.388 -2.056
H -1.255 0.333 0.055
H 0.121 -0.444 0.141
H -0.120 0.019 0.473
H 0.293 1.020 0.620
H 0.115 0.556 -0.090

=====

A 13-piece molecular cluster, C36H52N12O12S overall, computed with the ωB97M-V functional and the def2-TZVPD basis.

The energy is -91434.21500 eV. As for the highest occupied orbital energy: -3.26 eV. The calculation puts the lowest unoccupied orbital energy at 4.3 eV. As for the total charge: -2. As for the max |F|: 19.72 eV Å⁻¹.

Last column: Löwdin charge in e.
Geometry (Å):
S: -0.16462 0.30782 0.01465  0.301
O: -1.08962 0.29982 -1.09535  -0.350
O: 0.82438 -0.76318 -0.14335  -0.321
O: 0.53838 1.53282 0.13065  -0.311
O: -1.00262 0.05582 1.13565  -0.336
N: 1.33738 3.49282 1.67565  -0.059
C: 2.43238 4.31582 1.34565  -0.072
C: 2.56938 5.09582 2.65765  -0.093
C: 1.43038 4.66382 3.59465  -0.099
C: 0.69638 3.59882 2.88065  -0.140
H: 1.08438 2.83982 0.88065  0.079
H: 3.09638 4.15682 0.53665  0.065
H: 3.31138 5.70382 3.10765  0.026
H: 1.22838 5.09482 4.78365  0.136
H: -0.25662 3.18182 2.92665  0.053
N: -0.91462 0.38682 3.77965  -0.021
C: 0.28338 0.80582 4.39165  -0.103
C: 0.04038 0.84682 5.95765  -0.040
C: -1.24162 0.09782 6.04965  -0.122
C: -1.83462 -0.11518 4.69365  -0.115
H: -1.16162 0.28082 2.71865  0.098
H: 1.17638 1.01882 3.86265  0.064
H: 0.69338 1.19082 6.68765  0.027
H: -1.73862 -0.13518 7.05965  0.083
H: -2.73262 -0.47718 4.39965  0.045
N: 2.00338 -2.47418 -1.51735  -0.025
C: 2.34838 -3.70718 -0.94735  -0.121
C: 3.41338 -4.38818 -1.86435  -0.056
C: 3.42538 -3.48618 -3.11235  -0.056
C: 2.47038 -2.32018 -2.78735  -0.113
H: 1.46438 -1.68918 -1.02835  0.043
H: 2.08138 -3.87018 0.07965  0.064
H: 3.77838 -5.41118 -1.61435  0.061
H: 4.06238 -3.67018 -3.94735  0.031
H: 2.25438 -1.41318 -3.18935  0.028
N: -1.98862 -1.25518 -2.86935  -0.061
C: -1.08962 -1.73918 -3.75035  -0.128
C: -1.80262 -2.66018 -4.74735  -0.048
C: -3.26362 -2.46518 -4.43935  -0.081
C: -3.29862 -1.57618 -3.17235  -0.130
H: -1.42262 -0.84518 -1.96635  0.115
H: -0.11462 -1.38218 -3.62235  0.046
H: -1.35862 -3.19118 -5.46935  0.007
H: -4.17862 -3.07218 -4.82935  0.082
H: -4.06862 -1.04718 -2.65935  0.054
N: -2.93462 -1.54518 1.34065  -0.044
C: -3.63362 -1.54818 0.20765  -0.128
C: -4.55162 -2.78618 0.14365  -0.033
C: -4.33362 -3.38218 1.47365  -0.088
C: -3.19862 -2.61218 2.16765  -0.129
H: -2.13762 -0.85218 1.55565  0.087
H: -3.36562 -0.66118 -0.41535  0.087
H: -5.05762 -3.09718 -0.54835  -0.042
H: -4.77562 -4.41818 1.77265  0.092
H: -2.61562 -2.86518 3.09065  0.094
N: 3.15938 -0.56018 1.16065  0.039
C: 3.51038 0.64382 1.70765  -0.043
C: 4.94438 0.49982 2.38365  -0.045
C: 5.23038 -0.93618 2.19365  -0.118
C: 4.12238 -1.55218 1.39765  -0.087
H: 2.43138 -0.57718 0.73065  -0.060
H: 3.04238 1.47382 1.66165  -0.001
H: 5.40138 1.32882 2.95665  0.064
H: 6.14338 -1.52118 2.66565  0.102
H: 3.98338 -2.54518 1.06365  0.070
N: -2.42762 2.20682 -1.94235  0.019
C: -2.09062 3.57382 -2.24135  -0.028
C: -3.39762 4.39882 -2.23835  0.002
C: -4.41062 3.33382 -1.96435  -0.108
C: -3.80962 2.01782 -1.88535  -0.134
H: -1.82462 1.42482 -1.80435  0.016
H: -1.06862 3.77182 -2.33735  0.054
H: -3.46062 5.26682 -2.32935  -0.075
H: -5.54462 3.40482 -1.99835  0.093
H: -4.49962 1.23882 -1.79235  0.072
N: 2.45638 1.99382 -1.52035  -0.021
C: 3.37538 0.95482 -1.91335  -0.033
C: 3.95938 1.45082 -3.30035  -0.034
C: 3.37338 2.86182 -3.53235  -0.092
C: 2.60638 3.17382 -2.32035  -0.156
H: 1.77338 1.92282 -0.69235  0.064
H: 3.43938 0.02382 -1.32735  0.077
H: 4.76238 1.07782 -3.77135  0.005
H: 3.63638 3.43082 -4.45435  0.081
H: 2.10338 4.08282 -2.09435  0.073
C: -2.90362 2.63282 1.40265  0.017
N: -3.90562 3.31982 2.11365  -0.491
O: -3.54262 3.65982 3.25565  0.027
O: -4.97962 3.41982 1.69965  0.117
H: -3.38962 1.84982 0.92665  0.069
H: -1.82462 2.33782 1.96965  0.150
H: -2.65162 3.36582 0.69465  0.081
C: 0.22538 1.39482 -3.85435  -0.024
N: 0.94538 1.17982 -5.05835  -0.488
O: 1.58138 0.17682 -5.21735  0.077
O: 0.87538 2.10382 -5.81535  0.056
H: -0.77862 1.40982 -4.30735  0.118
H: 0.37138 2.38182 -3.38135  0.072
H: 0.40638 0.64982 -2.89535  0.140
C: -1.12462 -3.64318 -0.38535  0.054
N: -0.47162 -4.94418 -0.45635  -0.440
O: -0.65562 -5.52218 -1.52835  0.026
O: -0.02062 -5.55918 0.45365  0.065
H: -1.65262 -3.34618 -1.39535  0.157
H: -0.43462 -2.97718 -0.20235  0.016
H: -1.50462 -3.78118 0.52565  0.040
C: 1.28038 -2.29718 3.21865  0.026
N: 0.96338 -3.67218 3.02165  -0.435
O: 1.74938 -4.55518 2.81165  0.080
O: -0.22362 -3.85618 2.85465  0.038
H: 0.99638 -1.81818 2.35465  0.055
H: 2.29838 -2.07118 3.27465  0.065
H: 0.73338 -1.75118 4.09165  0.136

Forces on the atoms, in the same order (eV/Å):
S 0.438 -2.602 -0.802
O 0.200 -0.307 -1.685
O -0.428 0.204 0.594
O 0.514 2.676 0.398
O -0.627 0.259 3.199
N 1.109 -0.336 -3.369
C -1.985 1.567 7.831
C -3.458 -3.359 -0.670
C 0.508 -0.349 -0.542
C 4.025 4.152 -0.319
H -0.469 0.923 2.124
H 0.212 -0.138 -0.630
H 0.796 0.667 -0.486
H 0.627 -1.450 -4.032
H -1.129 -0.701 0.785
N 0.184 -0.896 0.533
C -3.222 0.046 4.454
C -3.261 -3.455 -7.413
C -0.253 1.105 -1.009
C 5.724 2.649 4.041
H 1.682 0.539 2.299
H 0.347 0.463 -0.556
H 1.020 0.325 1.054
H 0.643 0.331 -1.941
H -2.526 -1.047 -0.751
N 0.510 -2.132 -0.358
C 3.624 0.333 -3.386
C -4.335 3.973 0.237
C -2.931 0.854 4.910
C 3.679 -5.688 1.509
H 0.559 -1.532 -0.835
H -0.032 -0.429 0.164
H -0.114 1.167 -0.661
H -0.042 0.231 -0.555
H -0.200 2.219 -1.929
N 0.825 0.011 0.356
C -3.742 -3.435 -2.811
C -2.805 5.640 6.052
C 1.635 0.770 2.947
C 1.911 -2.416 -3.492
H -2.684 -0.247 -2.019
H 1.468 -0.329 -0.215
H 1.422 -1.834 -2.565
H 1.951 1.467 0.633
H -0.609 -0.290 0.191
N 0.753 -1.009 2.481
C -1.915 -1.812 -1.360
C 8.981 6.400 11.080
C 2.326 0.543 -0.387
C -3.322 -2.036 -1.707
H -1.764 -1.472 -1.091
H -0.799 -1.232 -0.006
H -5.576 -3.078 -7.487
H 1.012 2.215 -0.334
H -0.781 0.518 -1.191
N 13.128 1.358 7.877
C 8.722 -6.419 2.595
C -5.043 -2.173 -2.390
C -1.254 0.009 -0.478
C 1.830 3.534 2.138
H -10.934 -1.270 -6.686
H -3.640 5.348 -0.620
H -0.156 -0.973 -0.534
H -2.156 1.288 -1.354
H -0.059 -0.682 -0.306
N -2.893 3.145 -1.604
C -5.974 -0.949 1.284
C 3.608 -19.253 2.273
C 0.899 -0.293 -1.083
C 0.578 6.269 -0.141
H 0.956 -0.186 -0.011
H 1.154 0.692 -0.101
H -1.103 13.452 -1.509
H 1.721 0.289 0.184
H 0.270 -1.922 0.299
N 2.597 0.579 -0.942
C -0.439 3.982 -4.311
C -5.939 3.150 6.332
C 0.636 -3.074 3.338
C 1.223 -3.477 -2.534
H 1.408 -0.101 -1.721
H 0.084 0.677 -0.672
H 2.388 -1.635 -1.780
H -0.455 -0.181 1.296
H -0.551 0.316 0.237
C 4.523 -0.589 0.510
N 3.445 -0.492 5.803
O -0.628 0.621 -0.523
O -4.052 0.716 -2.038
H -0.421 -1.702 -0.977
H -3.762 0.836 -1.187
H 0.765 0.669 -1.662
C -1.825 -0.998 4.171
N 1.808 0.179 0.974
O 0.326 -1.067 -0.432
O 0.035 1.114 -1.932
H -0.246 -0.361 1.186
H 0.419 -0.342 -1.016
H -0.478 1.440 -3.245
C -1.381 -1.609 -4.517
N -1.442 -2.419 -4.061
O 0.276 0.391 -0.614
O 1.125 0.571 2.476
H 0.609 -1.128 2.532
H 4.046 3.714 0.645
H -3.343 0.240 3.318
C -0.173 2.172 3.239
N -1.843 -1.142 -1.235
O 1.884 -0.066 0.624
O -1.309 -0.008 0.652
H -1.152 1.058 -2.092
H 1.813 -0.351 0.486
H 0.694 -1.586 -1.442

=====

C24H37O19 as an isolated structure, computed with the ωB97M-V functional and the def2-TZVPD basis.

The energy is -64342.19128 eV. As for the highest occupied orbital energy: -5.90 eV. The calculation puts the lowest unoccupied orbital energy at 2.2 eV. As for the total charge: -1. As for the max |F|: 15.82 eV Å⁻¹.

Last column: Löwdin charge in e.
Geometry (Å):
O: 0.45717 -0.46654 0.31799  -0.444
H: 0.04422 -0.41498 1.20193  -0.021
C: -1.05320 -2.45650 0.02637  0.009
C: -0.91972 -2.03276 1.46610  -0.158
C: -1.39048 -0.59661 1.70443  -0.179
O: -2.30026 -0.72963 2.72170  0.118
C: -2.64725 -2.02675 2.91018  -0.523
O: -3.53535 -2.45301 3.67709  0.105
O: -1.97560 -2.78177 2.13563  0.133
H: -1.02038 -3.53127 -0.15218  0.131
H: -0.20091 -2.08422 -0.54207  0.077
H: -1.97047 -2.06110 -0.40994  0.073
H: -0.00526 -2.36303 1.95882  0.169
H: -1.83711 -0.20309 0.79132  0.125
H: -0.49752 -0.02381 1.95467  -0.007
C: -2.93390 -0.61395 -1.75153  -0.007
C: -1.55557 -0.32300 -2.44285  -0.164
C: -0.28994 -0.53826 -1.59722  -0.180
O: 0.51069 -1.40284 -2.38799  -0.144
C: -0.14427 -1.82031 -3.48278  -0.469
O: 0.25222 -2.54768 -4.40180  0.149
O: -1.39165 -1.32492 -3.46051  0.110
H: -3.18284 0.29376 -1.20182  0.017
H: -2.84540 -1.41748 -1.02036  0.072
H: -3.71254 -0.90557 -2.45635  0.113
H: -1.55668 0.62474 -2.98126  0.151
H: -0.60161 -1.04844 -0.68581  0.051
H: 0.14616 0.43901 -1.39024  0.075
C: 2.77240 0.02505 1.04462  -0.022
C: 1.86590 1.15809 1.48563  -0.154
C: 0.64318 0.76527 2.26817  -0.157
O: 0.47606 1.78808 3.15362  0.158
C: 1.62679 2.48474 3.35772  -0.464
O: 1.86805 3.22098 4.29947  0.142
O: 2.52238 2.00955 2.45237  0.125
H: 3.37243 -0.38361 1.85768  0.171
H: 3.53309 0.32090 0.32217  0.092
H: 2.25744 -0.75071 0.47795  0.048
H: 1.65464 1.91448 0.72976  0.134
H: 0.80511 -0.20202 2.74381  0.204
H: -0.19441 0.62075 1.58578  -0.012
C: 2.15662 0.89243 -1.43591  0.043
C: 0.86569 1.78582 -1.37883  -0.204
C: -0.02115 1.54927 -0.20407  -0.327
O: -0.01977 2.73175 0.50981  0.045
C: 0.89972 3.57937 -0.04428  -0.533
O: 1.27730 4.66571 0.35708  0.160
O: 1.31454 3.09975 -1.14496  0.164
H: 1.93580 -0.17497 -1.43231  -0.010
H: 2.68098 0.99443 -0.48578  0.094
H: 2.81289 1.10404 -2.28008  0.145
H: 0.32479 1.74364 -2.32421  0.164
H: 0.35465 0.70775 0.37792  -0.057
H: -0.98259 1.14761 -0.52404  0.123
C: 1.91509 -2.34551 -2.31945  -0.071
C: 2.07177 -1.44624 -1.12085  -0.360
C: 2.23421 -2.19005 0.17278  -0.089
O: 3.51323 -1.82773 0.68896  0.026
C: 4.04550 -0.94715 -0.20607  -0.608
O: 5.12627 -0.34014 -0.03439  0.104
O: 3.29130 -0.77677 -1.26361  0.040
H: 0.87744 -2.67717 -2.28223  0.095
H: 2.67386 -3.12627 -2.26670  0.106
H: 2.04907 -1.86208 -3.28715  0.132
H: 1.15286 -0.86627 -1.03519  0.091
H: 2.17340 -3.25587 -0.04733  0.160
H: 1.42204 -1.99961 0.87436  0.123
C: -2.97938 2.22175 -1.04044  0.034
C: -2.56571 1.25013 0.04007  -0.376
C: -1.42935 1.65901 0.96627  -0.211
O: -2.04320 1.46673 2.23208  0.145
C: -3.27395 1.24217 2.12721  -0.655
O: -3.98257 1.07991 3.10270  0.148
O: -3.66851 1.22295 0.89164  0.179
H: -3.22029 3.18432 -0.58931  0.118
H: -3.79402 1.91572 -1.69680  0.108
H: -2.13493 2.44406 -1.69281  0.099
H: -2.37046 0.23755 -0.31297  0.072
H: -1.19173 2.71553 0.84211  0.115
H: -0.53713 1.03320 0.98637  0.021

Forces on the atoms, in the same order (eV/Å):
O 0.290 -4.569 6.344
H 2.986 -3.773 -3.557
C 0.915 -2.706 0.343
C -2.082 -1.823 -0.494
C -1.960 -5.621 -0.521
O -0.921 -1.595 2.292
C -4.200 0.043 3.449
O 2.722 1.782 -2.098
O 1.641 -2.037 -1.251
H -0.370 -0.313 0.605
H -0.419 -2.579 1.133
H 1.001 -1.023 0.844
H 0.098 0.294 -0.050
H 0.300 -1.914 1.391
H -6.140 -4.780 4.946
C -0.169 0.018 -1.738
C -0.930 -0.957 -0.457
C -5.619 2.145 -4.120
O -12.045 9.230 -4.468
C -1.920 -0.546 -4.050
O -0.832 2.009 2.964
O -0.074 -0.489 -0.772
H -1.728 -2.083 -2.628
H -0.839 0.642 -0.806
H 0.250 0.055 -0.311
H -0.226 0.252 0.093
H 0.038 2.538 -2.810
H -0.371 -3.372 -1.676
C -1.514 3.709 2.808
C 2.112 0.987 0.810
C 5.764 1.863 1.818
O -1.206 1.483 1.941
C 1.607 -0.506 1.445
O -0.884 -1.289 -2.503
O 0.705 0.962 1.197
H -0.779 0.728 0.641
H -0.776 2.315 2.332
H -1.036 4.457 2.779
H 0.812 -1.361 0.573
H 0.500 -0.088 0.787
H 4.837 4.880 4.149
C -2.183 4.452 -1.132
C 2.963 0.870 -1.186
C 2.098 3.243 -6.514
O 9.711 7.748 -2.626
C 1.078 3.543 1.119
O -1.308 -1.664 0.420
O 1.355 0.663 -3.097
H -1.813 6.279 -1.848
H -0.546 1.295 -1.752
H -0.325 0.569 0.007
H 0.082 0.571 -0.360
H 2.003 1.448 -3.144
H 1.745 1.175 -1.647
C 6.473 -5.286 0.634
C 2.444 -7.188 0.568
C 0.310 -4.249 0.035
O 3.039 -4.705 -2.367
C 5.491 -0.670 0.366
O -1.514 -2.686 -1.050
O 4.465 -3.925 -0.587
H 3.692 -5.521 1.019
H 0.802 -0.567 0.055
H 1.018 -0.329 0.320
H 2.736 -1.312 1.839
H 0.597 -0.310 0.088
H 0.789 -0.010 -0.100
C 1.086 1.213 -0.656
C -0.255 2.144 1.378
C -11.670 0.060 4.475
O 2.758 2.335 1.563
C -3.978 -0.073 4.998
O -0.287 0.699 -1.532
O -2.206 -1.067 -1.688
H -0.218 -0.157 0.186
H -0.092 -0.116 0.365
H 0.119 -0.053 -0.221
H 0.372 1.470 0.889
H -4.734 -0.916 1.780
H -5.635 4.061 -1.969

=====

Q: Look up the total charge of the third one.
A: -1